The following is a DFT calculation (the ωB97M-V functional and the def2-TZVPD basis) of 18 unconnected molecules or ions with the total composition C60H145B2F20N19O38S12 in a non-equilibrium geometry.

Geometry (Å):
C1 2.379 -3.397 3.934
C2 3.310 -3.970 4.961
N1 3.729 -5.305 4.458
C3 4.528 -5.559 3.403
C4 4.743 -6.911 3.440
N2 4.056 -7.506 4.468
C5 3.444 -6.442 5.171
C6 3.945 -8.875 4.665
H1 2.899 -3.084 3.028
H2 1.997 -2.527 4.467
H3 1.469 -3.911 3.627
H4 2.910 -4.069 5.970
H5 4.169 -3.300 4.982
H6 4.895 -4.794 2.735
H7 5.329 -7.511 2.760
H8 2.997 -6.386 6.152
H9 2.949 -9.089 5.053
H10 4.833 -9.004 5.283
H11 4.277 -9.396 3.767
C7 -2.621 0.331 0.377
C8 -1.867 -0.902 0.871
N3 -0.489 -0.806 0.911
C9 0.239 0.085 1.698
C10 1.569 -0.049 1.371
N4 1.656 -0.996 0.400
C11 0.386 -1.396 0.087
C12 2.967 -1.331 -0.269
H12 -2.267 0.544 -0.631
H13 -2.419 1.218 0.978
H14 -3.706 0.228 0.348
H15 -2.091 -1.832 0.349
H16 -2.103 -1.164 1.903
H17 -0.373 0.694 2.347
H18 2.384 0.527 1.783
H19 0.167 -2.131 -0.672
H20 3.619 -0.459 -0.326
H21 2.773 -1.745 -1.258
H22 3.436 -2.124 0.314
C13 -4.546 -2.962 -2.267
C14 -6.020 -3.073 -1.786
N5 -6.726 -4.238 -2.284
C15 -7.575 -5.056 -1.562
C16 -8.045 -6.045 -2.457
N6 -7.602 -5.745 -3.769
C17 -6.830 -4.600 -3.615
C18 -7.872 -6.409 -5.026
H23 -4.061 -2.151 -1.725
H24 -4.512 -2.770 -3.340
H25 -4.034 -3.916 -2.138
H26 -6.543 -2.160 -2.071
H27 -5.921 -3.158 -0.704
H28 -7.886 -5.005 -0.529
H29 -8.642 -6.944 -2.504
H30 -6.453 -4.131 -4.512
H31 -8.095 -7.443 -4.766
H32 -7.002 -6.559 -5.666
H33 -8.595 -5.927 -5.685
C19 -7.619 8.164 -4.622
O1 -7.246 7.012 -3.883
C20 -8.026 5.852 -4.100
C21 -7.308 4.508 -3.846
N7 -5.970 4.421 -4.542
H34 -5.715 3.444 -4.520
H35 -6.045 4.552 -5.541
C22 -4.797 5.139 -3.908
C23 -4.364 4.451 -2.557
O2 -5.385 4.505 -1.538
C24 -5.284 3.477 -0.545
H36 -8.637 8.225 -5.007
H37 -6.958 8.185 -5.489
H38 -7.529 9.156 -4.180
H39 -8.289 5.742 -5.152
H40 -9.014 5.951 -3.649
H41 -8.033 3.786 -4.224
H42 -7.282 4.293 -2.778
H43 -5.063 6.170 -3.675
H44 -3.916 5.142 -4.550
H45 -3.472 4.987 -2.233
H46 -4.093 3.437 -2.852
H47 -4.479 3.812 0.108
H48 -5.186 2.436 -0.855
H49 -6.168 3.674 0.062
C25 4.289 -1.724 -3.973
O3 5.666 -1.794 -4.089
C26 6.400 -0.688 -3.792
C27 6.628 -0.498 -2.262
N8 7.688 -1.392 -1.729
H50 8.506 -1.166 -2.275
H51 7.799 -1.280 -0.731
C28 7.295 -2.837 -1.886
C29 8.421 -3.828 -1.343
O4 9.695 -3.522 -1.972
C30 10.556 -4.574 -1.893
H52 3.846 -2.712 -4.095
H53 3.804 -1.365 -4.880
H54 3.887 -1.141 -3.143
H55 5.983 0.181 -4.302
H56 7.321 -0.934 -4.320
H57 5.715 -0.689 -1.698
H58 6.914 0.485 -1.889
H59 7.366 -2.973 -2.966
H60 6.378 -3.051 -1.337
H61 8.030 -4.829 -1.527
H62 8.478 -3.844 -0.255
H63 10.786 -4.750 -0.843
H64 11.477 -4.191 -2.333
H65 10.230 -5.455 -2.445
C31 -2.723 -4.871 1.472
O5 -3.479 -3.751 1.919
C32 -4.847 -3.953 2.046
C33 -5.265 -3.987 3.627
N9 -5.427 -2.627 4.287
H66 -5.917 -1.998 3.667
H67 -6.041 -2.817 5.066
C34 -4.102 -1.909 4.656
C35 -3.223 -2.663 5.563
O6 -2.686 -3.851 4.923
C36 -2.011 -4.622 5.988
H68 -1.751 -4.539 1.108
H69 -3.199 -5.554 0.769
H70 -2.543 -5.628 2.236
H71 -5.097 -4.971 1.748
H72 -5.511 -3.428 1.358
H73 -4.647 -4.701 4.171
H74 -6.240 -4.476 3.622
H75 -4.492 -0.990 5.093
H76 -3.695 -1.770 3.654
H77 -3.812 -2.960 6.431
H78 -2.391 -2.034 5.879
H79 -1.346 -4.002 6.589
H80 -1.535 -5.439 5.445
H81 -2.739 -5.194 6.563
C37 -4.293 -5.171 -6.471
O7 -3.682 -4.420 -5.455
C38 -2.766 -3.494 -6.023
C39 -1.734 -2.948 -4.997
N10 -0.550 -3.902 -4.761
H82 0.078 -3.934 -5.552
H83 0.030 -3.522 -4.027
C40 -0.995 -5.276 -4.373
C41 -0.055 -5.906 -3.273
O8 -0.090 -4.993 -2.307
C42 0.766 -5.247 -1.176
H84 -3.660 -5.415 -7.324
H85 -5.194 -4.712 -6.877
H86 -4.770 -6.074 -6.090
H87 -3.430 -2.716 -6.400
H88 -2.247 -3.810 -6.928
H89 -2.103 -2.802 -3.982
H90 -1.156 -2.152 -5.466
H91 -0.868 -5.766 -5.338
H92 -2.038 -5.336 -4.060
H93 0.962 -5.960 -3.659
H94 -0.515 -6.819 -2.896
H95 1.790 -5.610 -1.250
H96 0.339 -5.977 -0.488
H97 0.777 -4.479 -0.403
C43 5.196 7.177 -8.236
O9 4.524 6.148 -7.493
C44 3.531 6.640 -6.613
C45 3.280 5.717 -5.405
N11 2.923 4.274 -5.992
H98 2.035 4.607 -6.340
H99 3.531 4.107 -6.780
C46 2.712 3.199 -4.925
C47 4.075 2.543 -4.544
O10 4.905 3.519 -3.954
C48 6.251 3.156 -3.763
H100 5.951 6.672 -8.838
H101 5.690 7.896 -7.581
H102 4.616 7.570 -9.071
H103 2.549 6.675 -7.085
H104 3.818 7.603 -6.191
H105 2.521 5.978 -4.668
H106 4.212 5.645 -4.845
H107 2.155 2.485 -5.533
H108 2.178 3.578 -4.053
H109 4.558 2.159 -5.443
H110 4.007 1.781 -3.768
H111 6.196 2.200 -3.243
H112 6.806 3.841 -3.122
H113 6.721 3.016 -4.736
C49 -0.664 2.514 -2.562
O11 -1.064 3.263 -1.421
C50 -0.093 4.359 -1.213
C51 -0.423 5.172 0.155
N12 0.783 5.998 0.758
H114 1.580 5.378 0.727
H115 1.002 6.893 0.344
C52 0.647 6.245 2.274
C53 -0.371 7.264 2.720
O12 -1.707 6.972 2.304
C54 -2.626 7.900 2.750
H116 -0.895 3.050 -3.482
H117 -1.481 1.794 -2.602
H118 0.336 2.090 -2.658
H119 -0.079 5.006 -2.090
H120 0.882 3.883 -1.105
H121 -0.610 4.406 0.907
H122 -1.342 5.758 0.128
H123 1.681 6.431 2.565
H124 0.523 5.254 2.711
H125 -0.205 8.267 2.327
H126 -0.290 7.378 3.801
H127 -2.601 8.876 2.264
H128 -2.435 8.041 3.813
H129 -3.653 7.543 2.670
C55 4.292 0.584 4.586
O13 4.016 0.874 5.952
C56 4.599 2.124 6.336
C57 3.844 2.738 7.557
N13 2.295 2.671 7.409
H130 2.131 1.675 7.421
H131 1.983 3.029 8.300
C58 1.544 3.208 6.195
C59 1.744 4.687 5.969
O14 1.228 5.313 7.119
C60 1.629 6.716 7.149
H132 4.354 1.408 3.875
H133 3.591 -0.148 4.184
H134 5.227 0.023 4.565
H135 4.512 2.926 5.604
H136 5.618 1.895 6.648
H137 3.947 3.820 7.630
H138 4.187 2.352 8.517
H139 0.511 2.909 6.372
H140 1.935 2.637 5.353
H141 1.145 4.884 5.080
H142 2.795 4.819 5.710
H143 2.708 6.759 7.001
H144 1.474 7.146 8.138
H145 1.079 7.383 6.484
N14 1.451 0.036 7.485
S1 0.805 -0.608 6.269
O15 0.251 -1.933 6.251
O16 1.256 -0.163 4.944
F1 -0.533 0.217 6.184
S2 2.505 -1.278 7.795
O17 3.223 -1.827 6.616
O18 2.098 -2.159 8.842
F2 3.570 -0.487 8.592
N15 6.935 -1.390 0.930
S3 6.594 -1.968 2.262
O19 5.197 -1.945 2.604
O20 7.525 -1.843 3.338
F3 6.780 -3.487 1.809
S4 6.642 0.210 1.384
O21 7.128 0.735 2.667
O22 5.331 0.644 0.905
F4 7.768 0.880 0.470
N16 -3.984 4.278 4.700
S5 -3.621 2.833 3.818
O23 -4.106 1.613 4.432
O24 -2.492 2.648 2.983
F5 -4.740 3.067 2.800
S6 -2.638 4.380 5.311
O25 -1.565 5.026 4.605
O26 -2.348 3.301 6.279
F6 -3.197 5.542 6.306
N17 -7.480 -1.338 2.783
S7 -8.690 -1.733 1.626
O27 -8.304 -2.530 0.453
O28 -9.763 -0.745 1.465
F7 -9.420 -2.800 2.521
S8 -6.873 -0.398 1.740
O29 -7.568 0.825 1.368
O30 -5.998 -1.029 0.779
F8 -5.750 0.100 2.797
N18 -5.340 1.762 -4.604
S9 -6.183 0.617 -3.675
O31 -6.205 0.708 -2.238
O32 -6.230 -0.698 -4.213
F9 -7.692 1.041 -4.044
S10 -4.022 1.005 -4.466
O33 -3.729 0.027 -5.540
O34 -3.497 0.682 -3.179
F10 -3.118 2.265 -4.923
N19 3.294 4.719 0.653
S11 3.787 3.514 -0.434
O35 3.180 2.190 -0.398
O36 5.179 3.480 -0.940
F11 3.012 4.153 -1.744
S12 3.781 3.896 1.862
O37 5.187 3.664 2.083
O38 2.761 3.092 2.485
F12 3.621 5.098 2.936
B1 5.439 -6.761 -0.088
F13 6.029 -5.913 0.881
F14 5.054 -6.053 -1.214
F15 6.400 -7.667 -0.556
F16 4.473 -7.486 0.468
B2 0.849 -1.335 -3.355
F17 1.001 -1.290 -4.775
F18 1.378 -2.496 -3.000
F19 1.501 -0.260 -2.882
F20 -0.438 -1.116 -2.977

Output
Strongest force on any atom (eV/A): 9.9
Kohn-Sham gap (eV): 7.6
Total charge: +2
E (Ha): -13096.9958
HOMO energy (Eh): -0.422
Lowest unoccupied orbital energy (eV): -3.9